[1]
C36H40BIrNP2 as an isolated structure, computed with ωB97M-V with the def2-TZVPD basis set.

- HOMO (spin up / spin down) (eV) = -13.1 / -13.8
- LUMO (spin up / spin down) (eV) = -5.7 / -8.7
- spin multiplicity = 6
- Kohn-Sham gap (spin up / spin down) (Eh) = 0.2722 / 0.1906
- total charge = +2
- max |F| (Eh/bohr) = 0.066

Each line ends with the Löwdin charge.
Atoms and positions in Å:
C -0.6168 1.8352 2.7341  -0.3401
H -2.2791 -1.3792 3.5269  0.0896
H 1.6162 -0.9573 -5.0093  0.0882
N 0.8151 -0.2717 5.1382  -0.0678
C 1.0176 -0.1750 6.3024  -0.0776
P 1.4271 0.6142 -2.5128  1.0612
H -3.0882 1.2719 6.3945  0.1632
C -1.5902 -2.6643 -4.7352  -0.0879
H 0.1269 0.8073 8.1030  0.0403
H 0.4101 2.6596 4.4305  0.1243
C -2.8664 0.7023 3.0227  -0.1658
H 1.4055 -1.2699 1.4593  -0.0040
C 1.8011 2.1075 -1.5268  -0.3915
C 3.4306 3.3332 -0.2075  -0.0649
H 1.3686 -2.0431 3.0554  0.0475
H 0.9625 -0.9689 8.3871  0.0468
C -1.9922 1.6095 2.1413  -0.1931
H -1.8666 1.1803 1.1373  0.1070
C 3.0678 2.1890 -0.9096  -0.1080
C 3.2982 1.4727 -6.7071  -0.0479
C -0.1580 -5.0737 -4.7806  -0.0551
C 2.3347 0.9016 -4.1296  -0.3274
H 2.4863 -0.6778 2.7448  0.0372
H 2.4406 -0.4232 -7.2805  0.1171
H -2.8581 -2.9848 2.2141  0.1136
H -2.8566 -3.5587 -6.2384  0.1204
C -0.9982 -2.2115 -1.1098  -0.3354
H 1.1191 -4.1677 -3.2834  0.1120
C -0.5225 -2.8597 -3.8437  -0.3871
C -1.0526 -0.1853 -3.0572  -0.2727
H -2.1079 -0.2773 -3.3210  0.0883
C -0.5194 2.1754 4.1186  -0.1397
H -2.1304 -1.7210 -4.7785  0.0925
H 0.1344 2.2209 2.0352  0.1154
H -3.4247 1.3515 3.7161  0.1094
C 1.4965 -1.0859 2.5271  -0.2701
H 2.1225 0.7065 8.1706  0.0568
C -2.3190 -2.8252 1.2759  -0.0518
C -2.0747 1.1271 5.9661  -0.1386
H 4.4179 3.3876 0.2545  0.1184
P -0.0861 -1.6229 -2.5711  1.0392
C -1.6590 2.3544 5.0741  -0.1432
H -2.0698 -1.0927 5.8484  0.1466
C -2.0166 -3.1805 -1.1051  -0.0378
C 0.2350 -4.0496 -3.9180  -0.0904
H -2.2608 -3.6978 -2.0315  0.1134
H 0.5789 5.1531 -0.6064  0.1153
H -0.8065 -1.6017 2.2393  0.0094
C 2.5388 4.4057 -0.0916  -0.0530
C -2.0517 -0.1600 5.2672  -0.0384
H 2.8279 5.2995 0.4641  0.1183
H 0.4063 -6.0081 -4.8218  0.1178
H -3.5967 0.1559 2.3911  0.1372
H 3.3230 2.7379 -3.5380  0.1022
H 4.1384 3.2588 -5.8154  0.1178
H -2.5137 2.5723 2.0139  0.1350
C -2.7005 -3.4593 0.0885  -0.0357
Ir 0.1167 0.0018 3.3919  1.4779
H -2.5452 2.7397 4.5563  0.1158
C -1.2097 -1.9797 1.2743  -0.1293
H -1.3727 3.1472 5.7873  0.1387
H 3.7542 1.3487 -1.0046  0.1131
C 3.0964 2.0551 -4.3597  -0.0762
C -0.2801 0.9502 -3.0629  -0.2685
H -1.3850 1.0883 6.8254  0.0862
C 2.6072 0.2804 -6.4637  -0.0601
C 2.1452 -0.0188 -5.1823  -0.0928
H -0.5852 1.9575 -3.3718  0.0911
H -0.1022 3.1065 -1.8006  0.0890
C -1.2955 -4.9103 -5.5930  -0.0462
C 3.5589 2.3500 -5.6470  -0.0522
C -1.9921 -3.6986 -5.5813  -0.0577
H 3.6526 1.7093 -7.7142  0.1206
C 0.8991 3.1653 -1.3777  -0.0928
H 0.1520 -0.8108 0.0738  0.0760
C -2.1076 -0.3297 3.8601  -0.2414
C 1.2757 4.3205 -0.6915  -0.0620
C -0.6110 -1.5975 0.0861  -0.1272
H -3.5215 -4.1856 0.0920  0.1249
B 1.1125 0.1016 7.8264  -0.3227
H -1.6265 -5.7277 -6.2358  0.1190

***

[2]
The molecule C4H9NO, computed with ωB97M-V with the def2-TZVPD basis set.

- HOMO (eV) = -9.4
- LUMO (eV) = 0.8
- ΔE to the lowest compared entry with this formula, charge and spin (eV) = 3.2816
- Kohn-Sham gap (Eh) = 0.3775
- SMILES = CC(C)NC=O
- total charge = 0
- max |F| (Eh/bohr) = 0.156

Each line ends with the Löwdin charge.
Atoms and positions in Å:
H -0.6751 -2.3678 0.1551  0.0824
H -1.0133 1.8421 0.3311  0.0753
H -2.1022 -1.5475 -0.7398  0.0770
C -0.8025 1.3432 -0.6519  -0.0330
H 1.9839 1.1360 -0.2001  0.1210
H -1.7071 -1.2327 0.9027  0.0879
N 0.7741 -0.0712 0.8511  0.0148
H 0.9643 -0.8354 1.4680  0.1246
C 1.8957 0.6145 0.7678  -0.3270
C -1.1894 -1.3907 -0.1099  -0.0830
H -1.7564 1.0563 -1.1884  0.0800
O 3.1273 0.2212 1.0127  -0.0820
H 0.1223 1.7855 -1.0477  0.0454
H 0.5596 -0.3481 -1.1844  0.1223
C -0.1811 -0.2055 -0.3663  -0.3058

***

[3]
A 8-piece molecular cluster, C40H92N8O8 overall, computed with ωB97M-V with the def2-TZVPD basis set.

- HOMO (eV) = -8.6
- LUMO (eV) = 0.5
- ΔE to the lowest compared entry with this formula, charge and spin (eV) = 0.0455
- Kohn-Sham gap (Eh) = 0.3335
- SMILES = CC1(C)CCCC(C)(C)N1O.CC1(C)CCCC(C)(C)N1O.CC1(C)CCCC(C)(C)N1O.CC1(C)CCCC(C)(C)N1O.NC(N)=O.NC(N)=O.CO.CO
- total charge = 0
- max |F| (Eh/bohr) = 0.057

Each line ends with the Löwdin charge.
Atoms and positions in Å:
C -4.2539 -2.8466 -0.8223  -0.1329
H -4.1029 -2.2216 0.0574  0.1108
H 5.7518 -0.3227 0.3208  0.0805
H -1.7095 1.7793 1.4846  0.0727
C -3.5515 -4.9473 0.4193  -0.0045
H -3.6473 0.6082 5.4667  0.0666
H -3.4978 -2.7789 2.6154  0.1148
N 5.8512 2.8448 -1.5741  0.1714
H -3.3737 3.5221 -5.5851  0.1147
H -1.3506 -2.6303 -1.2159  0.0769
C -4.8832 -1.8138 4.6374  -0.0306
H 6.6559 3.4112 -1.4378  0.0958
H -2.4652 2.6081 -6.8615  0.1182
H -2.3759 -3.2469 -5.0102  0.0946
N -3.5372 -0.1308 3.6680  -0.0489
H 2.3723 -1.4954 -0.0132  0.0406
C -2.6800 1.5498 1.9551  -0.0273
H -5.2761 -3.1705 -0.8388  0.1176
H -2.1975 -0.9681 1.1936  0.1240
H -1.5203 -4.5123 -4.1510  0.0744
H 7.0727 0.3314 4.8075  0.1272
H 3.8232 0.7245 6.4668  0.0964
H -0.2041 1.4634 -5.6858  0.0590
H 3.0622 -2.0301 -3.2126  0.0793
H -3.2360 -1.5174 -2.3925  0.0994
H -2.1728 -2.4058 5.8462  0.1135
C 3.1362 2.3422 4.5674  -0.0236
N -1.6372 3.3087 -3.6600  -0.0657
H -4.9783 -5.6120 -3.8790  0.0875
H 5.6121 2.9077 3.8729  0.1089
C -0.0639 2.5207 -5.5713  -0.0374
H -5.3224 -1.1143 5.3088  0.0556
H 6.1109 1.9977 -1.9937  0.0738
H 0.8977 -1.1676 0.8700  0.0686
C 4.3042 1.3322 4.4090  -0.5126
H -4.2645 2.1949 -3.4298  0.1186
H 1.3128 0.8120 -0.0028  -0.0110
H 2.2328 1.6732 4.5759  0.0909
H 3.1762 2.8326 5.5122  0.0723
N 3.3926 3.2067 0.8310  0.2219
C -2.3193 0.4428 3.0101  -0.4481
H -0.7606 -0.1343 1.8027  0.0932
C 1.3475 -1.1337 -0.1117  -0.1190
H 0.7828 2.7362 -4.9166  0.0646
H -2.7229 0.5202 -5.3996  0.1124
H -1.6661 2.7572 -1.0890  0.0275
C -1.8352 -3.4296 -0.6019  -0.0324
H -3.6740 0.5901 -3.1909  0.1092
H -0.2566 5.2621 -5.2530  0.0696
O 3.6309 -0.2736 -2.3608  -0.1503
H 3.0513 3.0288 3.7351  0.0733
H -4.2789 1.1770 -5.5232  0.1206
C -4.2112 -2.0069 -2.1231  -0.1719
C 5.6080 2.0569 4.5195  -0.1335
H 4.6386 0.9196 0.5291  0.0568
H -1.3402 0.3787 -1.9076  0.0958
H -4.5312 -2.5720 -4.1887  0.0813
H -3.1099 2.4388 2.3541  0.0739
C -3.4122 -1.3897 4.3587  -0.5401
H 3.4121 -2.1328 -1.4698  0.0721
C -3.5121 -4.1577 -3.2873  -0.5009
H 3.9210 2.6579 1.5183  0.1009
H 6.6223 1.6709 2.1070  0.1264
C 2.1239 2.9726 0.6461  -0.6271
C -1.3250 3.3070 -5.1290  -0.4485
C -4.1231 -5.1182 -4.3163  -0.0509
H 4.7796 -1.9531 -2.5583  0.0756
O -4.0462 0.8720 4.6237  -0.0302
C 4.8770 -0.0604 0.8968  -0.0361
H -0.6139 1.6401 3.1326  0.0707
C -1.6532 -0.6578 2.1325  -0.1514
H 7.2526 -0.0336 2.3373  0.0935
H 4.2475 -0.9511 0.6508  0.0709
O 2.9089 0.2220 2.7831  -0.0495
H -1.6500 -2.8650 -3.4937  0.0602
H 0.2495 2.9253 -6.6099  0.1088
O 1.2298 0.1673 -0.6937  -0.1236
H -1.9788 -3.0072 0.4101  0.0532
H 4.5103 -1.9882 2.3735  0.0500
H 2.0807 4.3180 -0.7152  0.0421
H -1.5591 1.7707 4.6206  0.0875
H -3.0887 3.5860 -1.6557  0.1040
H 5.1084 -1.5146 4.0126  0.0672
C -2.6756 2.7046 -5.7921  -0.1227
H -2.6694 -3.3377 3.9982  0.1060
C -2.5768 2.6077 -1.5514  -0.0189
H -3.4028 -5.8512 -4.6318  0.0716
H -1.1349 -4.2652 -0.4470  0.0837
C -3.2614 -3.9836 -0.8401  -0.4920
H 7.6940 1.7920 4.1075  0.1022
H 0.8019 -1.8449 -0.7218  0.0734
H 5.9121 2.3829 5.5050  0.1211
N 4.1424 0.9287 3.0023  -0.0895
H -4.9495 -1.2164 -1.9951  0.1057
O -0.4007 3.7743 -3.0203  -0.0696
H 2.7587 2.9013 -2.5270  0.1022
C -2.7733 -2.4324 3.4259  -0.1385
H -5.5061 -1.8489 3.7228  0.0934
H -2.0281 5.4310 -5.2538  0.0743
C 5.1945 0.0295 2.3962  -0.4480
H -0.9808 -2.7095 2.2476  0.0757
O 4.3334 4.5270 -1.5064  -0.0333
H -3.1498 1.8448 -1.0318  0.0739
C 4.0788 0.2391 5.4993  -0.0225
H -0.0821 1.4085 -2.7143  0.0745
H 6.2805 -1.9337 2.7291  0.0936
H 3.2688 -0.3594 5.1425  0.0680
C -1.1014 0.9981 -2.8243  -0.0321
H -0.5276 0.4067 4.3931  0.0569
H 3.9441 1.6550 -2.9041  0.0835
C -1.1896 4.8269 -5.5961  -0.0361
C -2.5957 -1.3629 5.6740  -0.0163
H -1.6282 -5.4458 -2.0831  0.0693
H -4.1254 -5.7724 0.0390  0.0692
C -4.5708 -2.9901 -3.2406  -0.1269
H -1.6931 -0.8087 5.4963  0.0552
H -4.9220 -2.8095 5.1623  0.1009
H -1.2268 4.8415 -6.6963  0.0796
H -1.0716 0.3075 -3.6591  0.0684
H -0.6300 -1.9530 3.6909  0.1434
O -2.4694 -5.9055 -2.0134  -0.0022
N 3.7388 2.6401 -2.6598  0.1815
O 1.5648 1.9660 1.1067  -0.0187
C 4.6286 3.3958 -1.9335  -0.6305
C -2.1431 2.0946 -2.9606  -0.5003
C 5.2742 -1.4836 2.9115  -0.0003
C 6.5737 0.7093 2.6590  -0.1483
H -4.3726 -4.5691 -5.2249  0.0847
C 6.8084 1.1587 4.0788  -0.1804
H -3.1940 -1.1378 6.5165  0.0683
C -1.1835 1.0698 3.8698  -0.0289
H -5.6267 -3.3379 -3.1067  0.1380
H -3.3578 1.1577 1.1922  0.0724
H 2.9915 -0.0111 -1.7141  0.0180
H -0.5844 4.6682 -2.7124  0.0990
C 3.7439 -1.6853 -2.4490  -0.1276
H 4.8943 -0.4026 5.7613  0.0547
C -3.2610 1.4765 -5.1853  -0.2127
C -2.1983 -3.6737 -3.9963  -0.0281
H -3.9488 -4.4215 1.2853  0.0602
H 2.3786 0.8535 2.2554  0.0497
N -3.4369 -4.8206 -2.0123  -0.0863
N 1.4685 3.9064 -0.1008  0.2125
C -3.4054 1.5636 -3.6779  -0.1466
H -2.6291 -5.5534 0.6598  0.0912
H 3.8901 3.9224 0.3738  0.0696
C -1.4282 -1.9594 2.8469  -0.1859
H 0.5705 3.6193 -0.4732  0.0978

***

[4]
C13H29N7O2PtSe as an isolated structure, computed with ωB97M-V with the def2-TZVPD basis set.

- HOMO (eV) = -13.7
- LUMO (eV) = -5.7
- ΔE to the lowest compared entry with this formula, charge and spin (eV) = 0.4545
- Kohn-Sham gap (Eh) = 0.2917
- total charge = +2
- max |F| (Eh/bohr) = 0.037

Each line ends with the Löwdin charge.
Atoms and positions in Å:
H 2.2486 1.9020 1.3295  0.1284
H -2.6499 -1.1589 -0.5683  0.0426
H -0.0999 4.0853 -0.8147  0.1298
C -2.9837 0.7281 -0.2266  -0.3835
H 2.2398 -0.7877 2.7694  0.1196
N -2.1782 -0.2840 -0.4081  -0.0306
H 4.0196 0.0736 -0.6460  0.1054
H 0.2201 2.3074 2.6697  0.0895
H -2.9490 -3.5847 -0.3410  0.0875
H 0.6612 1.9145 -0.6902  0.0797
O 0.5221 0.2415 2.5576  -0.3303
C -4.8810 -0.7407 0.0259  -0.0114
C 2.9836 0.3690 -0.8160  -0.0721
H -6.2287 1.3960 -0.0788  0.1021
Pt -0.2483 -0.4384 0.0785  0.8366
O 2.1942 0.0786 0.3365  -0.3344
C -0.0877 -4.0610 0.1657  -0.6002
H 2.5097 -3.8001 -1.1604  0.1035
C 2.3128 -4.5033 -0.3541  0.0009
H -2.4679 -3.7335 1.3659  0.0736
H -5.0896 2.3435 0.8622  0.1071
N -4.3046 0.5993 -0.0644  -0.1201
N -2.4970 2.0183 -0.2073  0.1803
C 1.9287 0.2549 2.6954  -0.2007
H -3.1618 2.7550 -0.0437  0.1331
H -4.3059 -1.3521 0.7228  0.0944
N -1.0140 3.7265 -0.5979  0.2034
C -1.1996 2.4008 -0.4548  -0.4559
H -0.0237 1.4024 4.1832  0.1032
H -5.0644 2.3863 -0.9285  0.1053
H 2.2410 0.7836 3.5995  0.1441
H -1.7522 -6.6748 -0.7887  0.1403
N -1.2373 -4.7407 0.0200  -0.1103
H 2.8789 -5.4146 -0.5215  0.1038
N -0.2528 1.5288 -0.4914  0.0059
H -1.2035 1.2514 2.8619  0.0848
C -0.9804 -5.9570 -0.5744  -0.0044
C 0.3512 -6.0201 -0.7825  -0.0031
N 0.8911 -4.8419 -0.3147  -0.1080
H -4.9186 -1.2300 -0.9505  0.1092
C -0.1476 1.3692 3.0989  -0.0812
H -3.2208 -5.1068 0.5300  0.1066
H 2.5708 -0.2001 -1.6447  0.0948
Se 0.1800 -2.4935 1.1961  0.7444
C 2.5666 0.8620 1.4759  -0.1809
C -2.5519 -4.2587 0.4174  -0.0102
H 2.6128 -4.0610 0.5906  0.0766
H 2.9596 1.4374 -1.0561  0.0949
H 0.9545 -6.7989 -1.2141  0.1411
H -5.8923 -0.6633 0.4105  0.1018
H 3.6532 0.8509 1.5981  0.1442
H -1.7832 4.3556 -0.7537  0.1271
C -5.2055 1.7538 -0.0503  -0.0084

***

[5]
The molecule C6H12N3O3P, computed with ωB97M-V with the def2-TZVPD basis set.

- HOMO (spin up / spin down) (eV) = -4.7 / -9.0
- LUMO (spin up / spin down) (eV) = 0.6 / -4.7
- spin multiplicity = 3
- Kohn-Sham gap (spin up / spin down) (Eh) = 0.1949 / 0.1592
- total charge = 0
- max |F| (Eh/bohr) = 0.120

Each line ends with the Löwdin charge.
Atoms and positions in Å:
O -0.6026 -0.7514 -0.5697  -0.2055
N -0.7742 2.1876 -1.0868  0.0650
H -0.8694 -4.0081 -0.2565  0.0633
C 2.1313 0.7713 0.2341  -0.3456
H 1.9032 0.9677 -0.7293  0.0675
C -1.3173 -3.0796 -0.1645  -0.0359
C -2.2324 2.4036 0.5966  -0.1785
N -1.2773 1.5806 0.0633  -0.1498
H -1.3767 4.1073 -1.8355  0.1033
H 0.1278 -2.2734 -1.5512  0.1308
C -1.3474 3.3196 -1.1233  -0.2682
N -2.2087 3.5235 -0.1209  0.0383
O -1.5015 -0.4236 1.8019  -0.2446
P -0.7449 0.1386 0.6716  0.5997
H 2.0920 -1.4067 0.2032  0.0519
H 3.7142 -0.5997 -0.4996  0.1264
C 2.8774 -0.5827 0.3187  -0.0397
H 0.7349 -2.1985 0.0689  0.0652
H -2.6689 2.3521 1.5249  0.0859
H 2.7991 1.6528 0.4713  0.1398
H -1.9874 -2.8536 -0.9170  0.0658
H 3.1768 -0.6352 1.3865  0.0862
C -0.1584 -2.1802 -0.5009  -0.2088
O 1.0979 0.7521 1.1416  -0.1100
H -1.5873 -2.7640 0.8725  0.0977

***

[6]
The molecule H4NO2PS, computed with ωB97M-V with the def2-TZVPD basis set.

- HOMO (spin up / spin down) (eV) = -5.6 / -8.8
- LUMO (spin up / spin down) (eV) = 0.6 / -1.9
- spin multiplicity = 3
- ΔE to the lowest compared entry with this formula, charge and spin (eV) = 0.0000
- Kohn-Sham gap (spin up / spin down) (Eh) = 0.2284 / 0.2562
- total charge = 0
- max |F| (Eh/bohr) = 0.077

Each line ends with the Löwdin charge.
Atoms and positions in Å:
H 2.1545 -0.4493 0.2090  0.0478
H -1.0536 -1.5446 -1.2439  0.0937
P -0.1751 -0.0994 0.2511  0.3092
S -0.8237 -1.7808 1.7123  0.0562
N 1.4606 0.2466 0.0474  -0.0760
H 1.6609 1.1288 -0.2054  -0.0108
O -0.7743 1.3911 0.2474  -0.2359
O -0.7525 -0.5787 -1.1893  -0.2740
H -1.6968 1.6861 0.1713  0.0898